Entry 1:
{"formula": "C10H7ClO2", "method": "ωB97M-V/def2-TZVPD", "e_lumo_ev": [-0.63, -0.63], "fmax_ha_per_bohr": 0.0782, "spin_multiplicity": 1, "relative_energy_ev": 2.4993, "orbital_gap_ev": [7.355, 7.354], "species": ["C", "C", "C", "C", "C", "C", "C", "C", "C", "C", "O", "O", "Cl", "H", "H", "H", "H", "H", "H", "H"], "coordinates": [[-1.3195, 0.0566, -1.4420], [-1.6489, -0.6809, -0.3121], [-0.1101, 0.6507, -1.6093], [-0.9512, -0.4208, 0.8477], [0.7906, 0.6823, -0.5435], [0.2699, 0.2984, 0.7660], [2.1864, 0.9463, -0.6161], [1.3931, -1.3652, -2.3603], [3.0295, 0.8560, 0.4221], [1.0449, 0.6566, 1.8861], [4.1170, 1.1974, 0.6933], [0.9145, -2.4074, -2.4387], [3.0731, 1.0817, -2.1813], [-2.0128, -0.1699, -2.2904], [-2.5661, -1.2606, -0.3809], [0.1858, 1.0141, -2.5913], [-1.3392, -0.5599, 1.8661], [2.0778, 0.3946, 1.6110], [1.1991, 1.6873, 2.2798], [0.8777, -0.0184, 2.6787]], "mulliken_charge": [-0.2623, -0.6759, -0.7297, -0.5721, 0.4365, 0.7027, 0.2784, 0.2138, 0.1720, -1.1603, -0.4518, -0.2286, -0.1577, 0.2819, 0.3865, 0.4178, 0.3486, 0.1916, 0.4004, 0.4081]}

***

Entry 2:
{"formula": "C33H40IrN6O", "method": "ωB97M-V/def2-TZVPD", "total_charge": -1, "e_lumo_ev": [2.41, 1.34], "fmax_ha_per_bohr": 0.0987, "spin_multiplicity": 5, "orbital_gap_ev": [2.677, 5.409], "species": ["Ir", "N", "N", "C", "C", "C", "C", "H", "H", "H", "C", "C", "H", "H", "H", "C", "C", "H", "H", "H", "C", "H", "H", "H", "C", "H", "H", "H", "C", "H", "C", "H", "C", "H", "C", "H", "C", "C", "H", "C", "C", "H", "C", "H", "N", "C", "C", "C", "H", "C", "C", "H", "H", "H", "C", "H", "C", "C", "H", "H", "H", "C", "H", "H", "H", "C", "N", "C", "C", "C", "N", "C", "O", "N", "H", "H", "H", "H", "H", "H", "H"], "coordinates": [[-0.3621, 0.2139, -0.8713], [-1.5631, 3.8034, -0.9901], [1.8576, 1.7202, -0.0299], [-0.9606, -1.7770, -1.5708], [-0.8905, -0.8126, -2.6361], [-1.9240, 0.1661, -2.3869], [-2.2474, 1.3934, -3.1703], [-1.6111, 1.4525, -4.0542], [-2.0806, 2.2775, -2.5376], [-3.3008, 1.3883, -3.4658], [-2.6510, -0.2443, -1.2365], [-3.9281, 0.3819, -0.7988], [-4.6701, 0.4118, -1.6109], [-3.7246, 1.4100, -0.4731], [-4.3585, -0.1590, 0.0502], [-1.9791, -1.3489, -0.6511], [-2.3834, -2.0254, 0.6223], [-2.6271, -1.2625, 1.3719], [-1.5722, -2.6555, 0.9952], [-3.2738, -2.6512, 0.4696], [0.0006, -0.8584, -3.8293], [-0.4996, -1.2989, -4.6990], [0.8849, -1.4556, -3.6036], [0.3041, 0.1580, -4.0912], [-0.1867, -3.0493, -1.4936], [-0.2010, -3.4291, -0.4688], [0.8513, -2.8667, -1.7862], [-0.6007, -3.8255, -2.1519], [-2.1766, 4.7815, -0.3462], [-3.1533, 5.0582, -0.7521], [-1.6593, 5.4253, 0.7936], [-2.2193, 6.2376, 1.2062], [-0.4349, 4.9621, 1.3092], [-0.0012, 5.4281, 2.2047], [0.1889, 3.9186, 0.6425], [1.1717, 3.5272, 0.9541], [-0.4502, 3.2839, -0.4439], [0.0722, 2.0556, -1.1445], [0.6032, 2.2868, -2.1040], [1.4682, 0.4235, -0.2670], [3.0921, 1.8054, -0.6087], [3.5255, 2.7230, -0.8983], [3.6860, 0.5614, -0.6821], [4.7139, 0.2864, -0.8511], [2.6262, -0.3563, -0.4321], [2.7878, -1.7686, -0.4411], [3.5048, -2.3563, -1.5009], [3.8337, -3.7103, -1.3923], [4.4148, -4.1749, -2.1927], [3.4467, -4.4684, -0.2832], [3.8392, -5.9105, -0.1736], [3.0615, -6.4750, 0.3546], [4.7752, -6.0196, 0.3921], [3.9902, -6.3437, -1.1675], [2.7257, -3.8608, 0.7415], [2.4397, -4.4445, 1.6244], [2.3607, -2.5177, 0.6738], [1.5431, -1.9069, 1.7610], [2.0156, -1.0606, 2.2709], [1.3504, -2.6827, 2.5139], [0.5679, -1.5528, 1.3922], [3.8914, -1.5781, -2.7180], [4.7306, -0.8937, -2.5316], [3.0531, -1.0059, -3.1452], [4.2241, -2.2957, -3.4812], [-4.1914, 2.6029, 3.5762], [-2.8808, 1.9911, 3.3999], [-2.1958, 1.5403, 4.4651], [-0.9460, 1.0662, 4.3181], [-0.3958, 1.1373, 2.9987], [-1.1243, 1.3075, 1.9191], [-2.3405, 1.8655, 2.1083], [-3.0393, 2.3234, 1.1430], [0.9533, 0.9424, 2.8425], [-4.9041, 1.8748, 3.9876], [-4.5377, 2.9553, 2.6041], [-4.1223, 3.4423, 4.2818], [-2.7488, 1.6051, 5.4205], [-0.3455, 0.6817, 5.1395], [1.5440, 0.9953, 3.6593], [1.3636, 1.2305, 1.9569]], "mulliken_spin": [0.7632, 0.0352, 0.1979, 0.1990, 0.1712, -0.1099, 0.0131, -0.0087, -0.0292, 0.0012, 0.2674, 0.0054, 0.0067, 0.0036, -0.0054, 0.0348, -0.0294, 0.0157, -0.0032, 0.0060, -0.0531, 0.0047, 0.0072, 0.0036, -0.0044, -0.0008, -0.0003, 0.0080, -0.0042, 0.0005, 0.0198, 0.0019, -0.0046, 0.0014, 0.0357, -0.0139, -0.1059, 1.1511, -0.0547, 0.0057, 0.0405, 0.0021, 0.1903, 0.0078, 0.0743, 0.0070, 0.0110, -0.0051, 0.0002, 0.0083, -0.0013, 0.0004, 0.0007, 0.0001, -0.0046, 0.0008, 0.0031, 0.0429, -0.0156, 0.0020, -0.0074, 0.0263, -0.0139, -0.0018, 0.0013, 0.0911, -0.0376, 0.4449, -0.1241, 0.3053, 0.1886, 0.1529, -0.0065, 0.0869, -0.0236, 0.0104, -0.0267, 0.0744, -0.0115, -0.0007, -0.0256]}